Arrangement A

{
  "formula": "C7H5FO2",
  "method": "ωB97M-V/def2-TZVPD",
  "elements": ["C", "C", "C", "C", "C", "C", "C", "H", "H", "H", "H", "H", "O", "O", "F"],
  "xyz": [[-0.034, -1.102, -0.051], [-1.385, -0.770, -0.192], [-1.864, 0.601, -0.117], [-0.970, 1.666, -0.006], [0.413, 1.354, -0.017], [0.817, -0.005, -0.015], [2.330, -0.028, -0.227], [-0.545, -2.970, 1.062], [-2.996, 0.943, -0.248], [-1.379, 2.672, 0.287], [1.347, 1.953, 0.072], [3.007, 0.959, -0.048], [0.353, -2.477, 0.202], [3.013, -0.955, -0.315], [-2.107, -1.841, -0.387]],
  "multiplicity": 1,
  "lumo_ev": -0.343
}


Arrangement B

{
  "formula": "C7H5FO2",
  "method": "ωB97M-V/def2-TZVPD",
  "elements": ["C", "C", "C", "C", "C", "C", "C", "H", "H", "H", "H", "H", "O", "O", "F"],
  "xyz": [[-2.128, -0.645, -0.173], [-0.686, -0.317, -0.180], [-0.297, 1.092, -0.333], [1.004, 1.399, -0.290], [1.996, 0.477, -0.131], [1.567, -0.806, 0.044], [0.272, -1.281, -0.032], [-2.107, 0.301, 1.495], [-0.933, 1.879, -0.254], [1.257, 2.385, -0.338], [3.023, 0.794, 0.007], [0.154, -2.103, 0.186], [-2.883, -0.160, 0.921], [-2.755, -1.197, -1.022], [2.517, -1.817, 0.099]],
  "smiles": "O=C(O)c1cccc(F)c1",
  "multiplicity": 1,
  "lumo_ev": 0.362
}


Stability check: which of them is most stable? arrangement B.


Arrangement A

{
  "formula": "C5H12NO2",
  "method": "ωB97M-V/def2-TZVPD",
  "elements": ["C", "O", "C", "C", "C", "C", "O", "N", "H", "H", "H", "H", "H", "H", "H", "H", "H", "H", "H", "H"],
  "xyz": [[1.935, -0.575, -0.869], [3.065, -0.535, -0.154], [0.713, -0.958, 0.232], [0.609, 0.400, -0.178], [1.140, 1.429, 0.733], [-2.921, 0.332, 0.412], [-2.392, -0.245, -0.709], [-0.343, -1.834, -0.224], [1.814, -1.498, -1.465], [1.941, 0.207, -1.676], [1.191, -1.193, 1.167], [1.876, 1.073, 1.454], [-0.326, 0.692, -0.660], [0.464, 2.130, 1.211], [1.860, 2.091, 0.205], [-2.179, 0.452, 1.212], [-3.248, 1.418, 0.211], [-3.891, -0.106, 0.705], [-0.112, -2.135, -1.172], [-1.195, -1.146, -0.437]],
  "multiplicity": 1,
  "lumo_ev": 3.870,
  "charge": -1
}


Arrangement B

{
  "formula": "C5H12NO2",
  "method": "ωB97M-V/def2-TZVPD",
  "elements": ["C", "C", "C", "C", "O", "N", "C", "O", "H", "H", "H", "H", "H", "H", "H", "H", "H", "H", "H", "H"],
  "xyz": [[1.579, 1.167, 0.105], [0.394, 0.165, -0.004], [-0.526, -0.149, 1.289], [-1.097, -1.597, 1.357], [-2.040, -1.786, 2.348], [-0.491, 0.678, -1.075], [0.307, 0.427, -2.484], [1.392, 1.187, -2.539], [1.421, 2.147, 0.357], [2.356, 0.624, 0.613], [2.046, 1.129, -0.919], [0.857, -0.844, -0.311], [0.376, -0.107, 2.091], [-1.317, 0.612, 1.404], [-1.353, -1.928, 0.325], [-0.243, -2.275, 1.801], [-2.864, -1.181, 2.291], [-0.828, 1.624, -0.859], [0.612, -0.596, -2.628], [-0.581, 0.703, -3.162]],
  "smiles": "C[C@@H](CCO)NC[O-]",
  "multiplicity": 1,
  "lumo_ev": 3.332,
  "charge": -1
}


Stability check: which of them is most stable? arrangement B.


Arrangement A

{
  "formula": "C5H12NO2",
  "method": "ωB97M-V/def2-TZVPD",
  "elements": ["C", "O", "C", "C", "C", "C", "N", "H", "H", "H", "H", "H", "H", "H", "H", "H", "H", "H", "H", "O"],
  "xyz": [[1.821, 0.256, -0.601], [2.352, 1.433, -0.628], [0.829, 0.018, 0.662], [0.215, -1.450, 0.681], [-1.361, -1.366, 0.647], [-2.055, -1.642, 1.765], [-1.862, -1.058, -0.708], [2.559, -0.495, -0.705], [1.184, 0.254, -1.505], [0.066, 0.924, 0.668], [1.324, 0.070, 1.621], [0.616, -2.063, -0.087], [0.531, -2.051, 1.584], [-3.229, -1.702, 1.806], [-1.878, -1.839, 2.755], [-1.409, -0.447, -1.327], [-2.852, -1.039, -0.896], [-0.384, 2.299, -1.635], [0.780, 2.601, -0.838], [0.027, 3.067, -1.297]],
  "multiplicity": 1,
  "lumo_ev": 3.638,
  "charge": -1
}


Arrangement B

{
  "formula": "C5H12NO2",
  "method": "ωB97M-V/def2-TZVPD",
  "elements": ["C", "O", "C", "C", "C", "C", "N", "H", "H", "H", "H", "H", "H", "H", "H", "H", "H", "H", "H", "O"],
  "xyz": [[0.276, 2.238, -0.684], [0.353, 1.726, -1.949], [0.487, 1.147, 0.285], [-0.501, 0.046, 0.445], [-0.007, -0.921, 1.471], [0.425, -3.161, 1.267], [-0.411, -2.270, 1.056], [1.077, 3.068, -0.574], [-0.632, 2.772, -0.510], [0.821, 1.667, 1.344], [1.504, 0.706, -0.099], [-0.556, -0.553, -0.529], [-1.565, 0.308, 0.611], [-0.616, -0.553, 2.381], [1.032, -0.829, 1.895], [0.143, -4.284, 0.920], [1.399, -3.235, 1.682], [-1.154, -0.092, -3.044], [-0.650, 1.438, -2.740], [-1.426, 0.782, -3.230]],
  "multiplicity": 1,
  "lumo_ev": 3.389,
  "charge": -1
}


Arrangement C

{
  "formula": "C5H12NO2",
  "method": "ωB97M-V/def2-TZVPD",
  "elements": ["N", "C", "C", "C", "C", "C", "O", "H", "H", "H", "H", "H", "H", "H", "H", "H", "H", "H", "H", "O"],
  "xyz": [[-0.899, -1.566, -1.354], [-1.906, 0.026, 0.585], [-0.830, 0.776, 1.148], [-0.171, -0.571, 0.792], [0.111, -0.718, -0.749], [0.393, 0.562, -1.474], [1.373, 1.389, -0.888], [-0.361, -2.082, -2.051], [-2.743, -0.334, 1.181], [-2.145, 0.087, -0.463], [-0.968, 0.995, 2.212], [-0.436, 1.705, 0.715], [-0.405, -1.643, 0.987], [0.858, -0.436, 1.235], [1.041, -1.335, -0.760], [-0.500, 1.166, -1.669], [0.781, 0.197, -2.438], [1.723, 0.940, 0.004], [2.970, 0.352, 1.684], [2.112, 0.490, 1.301]],
  "multiplicity": 1,
  "lumo_ev": 3.600,
  "charge": -1
}


Stability check: which of them is most stable? arrangement A.


Arrangement A

{
  "formula": "C9H15ClSi",
  "method": "ωB97M-V/def2-TZVPD",
  "elements": ["C", "C", "C", "C", "C", "C", "C", "C", "C", "Si", "Cl", "H", "H", "H", "H", "H", "H", "H", "H", "H", "H", "H", "H", "H", "H", "H"],
  "xyz": [[0.181, -0.888, 1.045], [1.701, 0.794, -0.407], [0.791, -1.365, -0.086], [1.680, -0.501, -0.872], [0.319, 0.464, 1.458], [0.428, -2.802, -0.631], [2.237, -0.860, -2.205], [-2.223, 1.899, 2.340], [-1.657, 1.159, -0.718], [-0.922, 1.851, 0.901], [1.074, 0.820, 2.970], [-0.514, -1.580, 1.484], [2.137, 1.696, -0.748], [-0.302, -3.302, 0.078], [1.244, -3.429, -0.892], [-0.088, -2.740, -1.527], [1.254, -0.900, -2.775], [2.754, -1.836, -2.131], [2.832, -0.161, -2.736], [-1.651, 1.719, 3.300], [-2.902, 2.753, 2.421], [-2.852, 1.078, 2.145], [-2.324, 0.450, -0.345], [-2.315, 1.812, -1.168], [-0.834, 0.824, -1.387], [-0.049, 3.044, 0.487]],
  "multiplicity": 1,
  "lumo_ev": [0.453, 0.453]
}


Arrangement B

{
  "formula": "C9H15ClSi",
  "method": "ωB97M-V/def2-TZVPD",
  "elements": ["C", "C", "C", "C", "C", "C", "C", "C", "C", "Si", "Cl", "H", "H", "H", "H", "H", "H", "H", "H", "H", "H", "H", "H", "H", "H", "H"],
  "xyz": [[-0.010, 1.480, -0.604], [1.207, 0.577, -0.701], [0.619, 2.465, 0.378], [1.550, 0.282, 0.699], [1.986, 0.230, -1.720], [0.548, 1.285, 1.354], [-0.842, 0.937, 0.737], [-0.754, -2.092, 1.684], [-1.894, -1.469, -1.149], [-1.665, -0.775, 0.632], [-3.499, -0.552, 1.525], [-0.505, 1.728, -1.599], [1.594, 2.776, 0.009], [-0.125, 3.267, 0.754], [1.213, -0.817, 1.109], [2.583, 0.559, 0.870], [1.747, 0.657, -2.666], [2.824, -0.402, -1.505], [0.610, 1.337, 2.415], [-1.495, 1.722, 0.924], [-1.397, -2.938, 1.878], [0.160, -2.409, 1.126], [-0.426, -1.717, 2.849], [-2.008, -0.649, -1.935], [-0.984, -1.785, -1.514], [-2.706, -2.309, -1.108]],
  "multiplicity": 1,
  "lumo_ev": 0.764
}


Stability check: which of them is most stable? arrangement B.


Arrangement A

{
  "formula": "CH3IO3P",
  "method": "ωB97M-V/def2-TZVPD",
  "elements": ["C", "O", "O", "O", "P", "I", "H", "H", "H"],
  "xyz": [[-0.990, 0.001, -0.820], [0.715, -0.350, 2.897], [0.838, 1.590, 0.505], [-0.510, -0.466, 0.373], [0.818, 0.231, 1.008], [2.486, -1.139, -0.365], [-1.929, 0.455, -0.657], [-1.219, -0.917, -1.639], [-0.209, 0.595, -1.302]],
  "smiles": "CO[P@](=O)([O-])I",
  "multiplicity": 1,
  "lumo_ev": 2.963,
  "charge": -1
}


Arrangement B

{
  "formula": "CH3IO3P",
  "method": "ωB97M-V/def2-TZVPD",
  "elements": ["C", "O", "O", "O", "P", "I", "H", "H", "H"],
  "xyz": [[0.544, 0.582, 0.775], [0.136, -2.735, -1.179], [0.707, -0.356, -2.120], [0.440, -0.754, 0.413], [0.105, -1.248, -1.107], [-3.500, 1.746, 0.772], [-0.400, 0.845, 0.997], [0.760, 1.166, -0.078], [1.208, 0.754, 1.526]],
  "multiplicity": 1,
  "lumo_ev": 1.067,
  "charge": -1
}


Stability check: which of them is most stable? arrangement B.